[1]
The following is a quantum chemistry calculation of C48H134AsF6N20O11P5 as an isolated structure in a non-equilibrium geometry, from the Open Molecules 2025 dataset.

Calculated values
energy: -8373.84085 Ha
orbital gap: 7.89 eV
LUMO level: -0.3 eV

Last column: Löwdin charge in e.
CARTESIAN COORDINATES (ANGSTROEM)
C (-1.28, 1.24, 2.50)  -0.10
O (-0.26, 0.41, 1.98)  -0.19
C (-0.74, -0.94, 1.94)  -0.19
C (0.40, -1.75, 1.23)  -0.04
N (0.41, -1.22, -0.21)  0.10
H (-0.51, -1.36, -0.60)  0.17
H (0.53, -0.22, -0.25)  0.15
C (1.52, -1.97, -1.06)  -0.02
C (1.79, -1.39, -2.49)  -0.21
O (1.71, 0.00, -2.42)  -0.21
C (1.94, 0.69, -3.64)  -0.06
H (-2.25, 1.08, 2.03)  0.09
H (-1.06, 2.30, 2.46)  0.08
H (-1.41, 1.02, 3.57)  0.09
H (-1.71, -1.00, 1.44)  0.13
H (-0.98, -1.33, 2.93)  0.13
H (0.07, -2.79, 1.17)  0.14
H (1.37, -1.53, 1.68)  0.14
H (1.11, -2.95, -1.31)  0.13
H (2.43, -2.04, -0.48)  0.13
H (1.08, -1.80, -3.21)  0.13
H (2.75, -1.72, -2.87)  0.13
H (2.09, 1.77, -3.60)  0.10
H (1.18, 0.39, -4.37)  0.09
H (2.83, 0.17, -3.99)  0.08
As (-3.20, -5.23, -1.48)  0.93
F (-4.47, -6.20, -0.52)  -0.33
F (-1.85, -5.75, -0.45)  -0.31
F (-1.98, -4.16, -2.35)  -0.36
F (-4.40, -4.74, -2.71)  -0.30
F (-3.62, -3.82, -0.51)  -0.30
F (-2.79, -6.67, -2.55)  -0.32
C (-3.32, 0.60, -2.70)  -0.33
O (-2.52, 1.09, -1.92)  -0.02
N (-3.29, 0.86, -4.02)  -0.22
C (-4.24, 0.21, -4.80)  -0.10
C (-2.31, 1.67, -4.71)  -0.03
H (-4.22, 0.04, -2.41)  0.14
H (-4.70, 0.95, -5.46)  0.10
H (-5.15, -0.14, -4.32)  0.10
H (-3.76, -0.63, -5.30)  0.10
H (-1.91, 1.13, -5.57)  0.09
H (-2.95, 2.44, -5.13)  0.09
H (-1.54, 2.17, -4.13)  0.09
C (5.33, -5.45, -0.68)  -0.34
O (5.39, -5.49, -1.90)  -0.02
N (4.41, -6.12, 0.08)  -0.19
C (4.64, -6.23, 1.47)  -0.09
C (3.22, -6.74, -0.60)  -0.01
H (6.18, -5.02, -0.13)  0.13
H (3.84, -5.69, 1.97)  0.08
H (5.54, -5.75, 1.86)  0.09
H (4.53, -7.27, 1.76)  0.09
H (2.29, -6.41, -0.15)  0.08
H (3.12, -6.39, -1.62)  0.08
H (3.14, -7.83, -0.59)  0.09
C (-3.55, 7.45, 0.53)  -0.25
O (-4.70, 7.95, 0.70)  -0.03
N (-3.16, 6.44, -0.38)  -0.21
C (-1.88, 5.80, -0.24)  -0.08
C (-4.14, 5.71, -1.15)  -0.06
H (-2.63, 7.87, 0.97)  0.12
H (-1.49, 5.69, -1.25)  0.09
H (-1.87, 4.81, 0.22)  0.09
H (-1.15, 6.50, 0.16)  0.09
H (-5.08, 6.21, -1.39)  0.09
H (-3.76, 5.41, -2.13)  0.08
H (-4.33, 4.75, -0.66)  0.09
C (4.84, 1.64, 0.33)  -0.29
O (4.86, 0.55, 0.94)  -0.03
N (4.21, 2.80, 0.73)  -0.21
C (4.01, 3.93, -0.12)  -0.07
C (3.43, 2.80, 1.96)  -0.05
H (5.26, 1.78, -0.68)  0.13
H (3.20, 3.76, -0.82)  0.09
H (4.91, 4.20, -0.67)  0.09
H (3.74, 4.80, 0.49)  0.09
H (3.70, 3.57, 2.69)  0.09
H (2.40, 2.97, 1.66)  0.09
H (3.56, 1.83, 2.44)  0.08
O (3.27, -2.61, -8.74)  -0.33
P (2.73, -3.99, -8.96)  0.63
N (3.91, -5.27, -8.62)  -0.30
C (4.75, -5.34, -7.43)  -0.11
C (4.37, -6.01, -9.74)  -0.16
N (2.18, -4.28, -10.55)  -0.32
C (1.35, -5.40, -10.95)  -0.13
C (2.42, -3.27, -11.61)  -0.09
N (1.33, -4.40, -8.05)  -0.31
C (1.12, -5.69, -7.40)  -0.12
C (0.12, -3.49, -7.97)  -0.08
H (4.64, -4.47, -6.79)  0.08
H (5.80, -5.54, -7.67)  0.08
H (4.44, -6.20, -6.83)  0.07
H (3.61, -6.55, -10.29)  0.06
H (5.02, -6.81, -9.39)  0.08
H (4.97, -5.44, -10.46)  0.08
H (1.61, -5.83, -11.92)  0.08
H (1.59, -6.29, -10.37)  0.05
H (0.28, -5.17, -10.90)  0.08
H (1.75, -3.56, -12.42)  0.08
H (2.29, -2.28, -11.17)  0.07
H (3.46, -3.33, -11.91)  0.07
H (0.16, -5.70, -6.89)  0.08
H (1.25, -6.58, -8.02)  0.07
H (1.88, -5.73, -6.62)  0.07
H (-0.59, -3.84, -8.72)  0.07
H (0.38, -2.43, -8.01)  0.07
H (-0.40, -3.62, -7.03)  0.07
O (-1.09, 9.81, 7.98)  -0.27
P (-1.76, 8.90, 7.07)  0.57
N (-3.43, 8.56, 7.45)  -0.31
C (-3.94, 8.99, 8.73)  -0.13
C (-4.21, 7.59, 6.74)  -0.13
N (-0.98, 7.42, 6.86)  -0.30
C (-1.27, 6.49, 5.79)  -0.14
C (-0.61, 6.77, 8.15)  -0.10
N (-1.84, 9.63, 5.50)  -0.30
C (-2.87, 10.69, 5.26)  -0.10
C (-0.66, 9.78, 4.70)  -0.15
H (-5.02, 9.15, 8.65)  0.07
H (-3.57, 9.94, 9.11)  0.08
H (-3.85, 8.21, 9.48)  0.08
H (-3.84, 7.42, 5.74)  0.07
H (-5.24, 7.96, 6.69)  0.08
H (-4.27, 6.64, 7.28)  0.08
H (-1.57, 6.99, 4.86)  0.07
H (-0.31, 6.01, 5.62)  0.08
H (-2.05, 5.81, 6.11)  0.07
H (-0.31, 7.44, 8.96)  0.08
H (-1.37, 6.14, 8.61)  0.08
H (0.23, 6.10, 7.97)  0.08
H (-3.89, 10.31, 5.17)  0.07
H (-2.85, 11.47, 6.01)  0.08
H (-2.78, 11.19, 4.30)  0.07
H (0.05, 10.47, 5.15)  0.08
H (-0.94, 10.10, 3.70)  0.08
H (-0.09, 8.85, 4.68)  0.06
O (-7.45, 0.47, 5.16)  -0.30
P (-8.09, 0.78, 3.84)  0.63
N (-7.95, -0.57, 2.72)  -0.31
C (-8.78, -0.77, 1.59)  -0.14
C (-6.96, -1.58, 2.94)  -0.13
N (-7.36, 2.07, 2.98)  -0.27
C (-7.72, 2.41, 1.58)  -0.12
C (-6.74, 3.15, 3.80)  -0.12
N (-9.77, 0.99, 3.81)  -0.33
C (-10.28, 2.34, 3.90)  -0.13
C (-10.60, 0.00, 4.46)  -0.11
H (-9.82, -0.67, 1.88)  0.07
H (-8.59, -1.72, 1.09)  0.09
H (-8.67, 0.07, 0.90)  0.05
H (-7.15, -2.56, 2.50)  0.08
H (-6.60, -1.67, 3.96)  0.07
H (-6.07, -1.22, 2.41)  0.07
H (-8.72, 2.06, 1.34)  0.05
H (-7.55, 3.42, 1.21)  0.08
H (-7.16, 1.85, 0.83)  0.07
H (-5.89, 2.72, 4.33)  0.07
H (-6.32, 3.98, 3.24)  0.07
H (-7.43, 3.70, 4.44)  0.07
H (-10.04, 2.90, 3.00)  0.06
H (-11.36, 2.52, 3.88)  0.09
H (-9.72, 2.87, 4.67)  0.08
H (-10.15, -0.93, 4.12)  0.07
H (-11.66, 0.10, 4.25)  0.09
H (-10.46, 0.08, 5.54)  0.08
O (6.85, 3.09, -4.66)  -0.32
P (8.04, 2.36, -5.20)  0.62
N (9.47, 2.71, -4.28)  -0.31
C (9.34, 3.26, -2.97)  -0.15
C (10.78, 2.10, -4.49)  -0.11
N (8.41, 2.85, -6.78)  -0.30
C (7.67, 4.06, -7.27)  -0.09
C (9.66, 2.62, -7.48)  -0.14
N (7.90, 0.63, -5.37)  -0.32
C (7.43, -0.05, -6.57)  -0.11
C (7.85, -0.22, -4.16)  -0.10
H (9.25, 2.48, -2.20)  0.07
H (8.45, 3.88, -2.92)  0.07
H (10.27, 3.78, -2.76)  0.08
H (11.41, 1.94, -3.62)  0.09
H (11.23, 2.77, -5.23)  0.07
H (10.62, 1.11, -4.92)  0.07
H (6.60, 3.85, -7.36)  0.07
H (7.79, 4.91, -6.60)  0.07
H (8.05, 4.38, -8.25)  0.07
H (10.45, 3.27, -7.10)  0.07
H (10.02, 1.60, -7.33)  0.07
H (9.53, 2.68, -8.56)  0.09
H (7.40, -1.14, -6.54)  0.09
H (6.49, 0.40, -6.86)  0.08
H (8.13, 0.24, -7.35)  0.06
H (6.81, -0.21, -3.83)  0.08
H (8.64, 0.10, -3.47)  0.07
H (8.07, -1.24, -4.47)  0.07
O (0.40, -4.83, 5.91)  -0.30
P (-0.48, -5.84, 6.56)  0.57
N (-1.56, -5.34, 7.78)  -0.30
C (-2.52, -6.15, 8.52)  -0.14
C (-1.25, -4.06, 8.50)  -0.09
N (0.46, -7.04, 7.34)  -0.31
C (-0.15, -8.06, 8.16)  -0.14
C (1.86, -6.62, 7.69)  -0.10
N (-1.49, -6.65, 5.49)  -0.33
C (-2.55, -5.88, 4.93)  -0.13
C (-1.05, -7.80, 4.77)  -0.11
H (-2.10, -6.61, 9.42)  0.07
H (-2.94, -6.87, 7.83)  0.07
H (-3.38, -5.60, 8.91)  0.08
H (-0.95, -4.25, 9.53)  0.08
H (-2.07, -3.36, 8.38)  0.08
H (-0.29, -3.76, 8.08)  0.06
H (-0.13, -7.68, 9.18)  0.08
H (-1.15, -8.27, 7.79)  0.07
H (0.51, -8.93, 8.13)  0.08
H (2.53, -6.62, 6.83)  0.07
H (1.91, -5.66, 8.19)  0.07
H (2.24, -7.37, 8.39)  0.07
H (-2.18, -5.23, 4.13)  0.08
H (-3.37, -6.49, 4.55)  0.09
H (-2.96, -5.16, 5.64)  0.08
H (-1.90, -8.26, 4.26)  0.08
H (-0.60, -8.56, 5.40)  0.08
H (-0.50, -7.49, 3.88)  0.09

---

[2]
The following is a quantum chemistry calculation of a 8-piece molecular cluster, C48H144N24O8P8 overall in a non-equilibrium geometry, from the Open Molecules 2025 dataset.

Calculated values
energy: -6562.17283 Ha
orbital gap: 7.99 eV
LUMO level: 0.3 eV
energy relative to the best compared isomer or geometry (same formula, charge and spin): 11.497 eV

Last column: Löwdin charge in e.
CARTESIAN COORDINATES (ANGSTROEM)
C (2.25, 4.04, 0.79)  -0.05
N (2.17, 3.21, -0.52)  -0.28
C (3.49, 3.35, -1.18)  -0.13
P (1.18, 1.95, -0.83)  0.59
O (1.36, 1.40, -2.17)  -0.27
N (1.21, 0.80, 0.50)  -0.26
C (2.51, 0.09, 0.76)  -0.09
C (0.14, 0.32, 1.33)  -0.15
N (-0.28, 2.89, -0.58)  -0.28
C (-0.91, 3.12, 0.71)  -0.13
C (-1.06, 3.40, -1.68)  -0.14
H (2.52, 3.24, 1.48)  0.04
H (1.34, 4.50, 1.19)  0.06
H (3.11, 4.70, 0.76)  0.08
H (3.79, 4.40, -1.30)  0.07
H (3.51, 2.92, -2.18)  0.07
H (4.30, 2.83, -0.66)  0.07
H (2.60, -0.34, 1.76)  0.07
H (2.62, -0.73, 0.05)  0.06
H (3.38, 0.74, 0.76)  0.07
H (0.50, -0.55, 1.88)  0.08
H (-0.30, 1.11, 1.94)  0.04
H (-0.77, 0.24, 0.73)  0.06
H (-1.56, 3.99, 0.59)  0.09
H (-1.57, 2.26, 0.79)  0.05
H (-0.19, 3.31, 1.50)  0.04
H (-1.31, 4.46, -1.59)  0.05
H (-2.00, 2.84, -1.66)  0.09
H (-0.65, 3.11, -2.64)  0.06
C (1.98, -6.94, 7.51)  -0.09
N (2.65, -6.50, 6.22)  -0.27
C (2.74, -7.54, 5.25)  -0.16
P (3.32, -4.96, 6.09)  0.56
O (4.79, -4.96, 5.80)  -0.31
N (2.34, -4.09, 4.90)  -0.31
C (3.02, -2.98, 4.22)  -0.13
C (1.03, -4.41, 4.29)  -0.09
N (2.96, -4.16, 7.48)  -0.30
C (4.01, -3.87, 8.47)  -0.10
C (1.62, -3.51, 7.72)  -0.08
H (2.70, -7.39, 8.19)  0.07
H (1.32, -7.80, 7.46)  0.07
H (1.45, -6.21, 8.12)  0.05
H (3.48, -8.30, 5.51)  0.08
H (3.12, -7.16, 4.30)  0.08
H (1.89, -8.16, 4.95)  0.08
H (2.48, -2.04, 4.17)  0.05
H (3.93, -2.75, 4.78)  0.08
H (2.99, -3.31, 3.19)  0.07
H (0.26, -4.26, 5.04)  0.07
H (0.93, -3.86, 3.36)  0.07
H (1.01, -5.42, 3.87)  0.07
H (4.14, -2.79, 8.52)  0.07
H (3.71, -4.26, 9.44)  0.08
H (4.95, -4.32, 8.18)  0.07
H (0.76, -4.17, 7.83)  0.07
H (1.40, -2.88, 6.87)  0.05
H (1.71, -2.88, 8.60)  0.08
C (0.46, 6.89, -1.25)  -0.11
N (0.39, 6.63, -2.68)  -0.30
C (1.53, 5.90, -3.28)  -0.10
P (-0.87, 7.23, -3.72)  0.67
O (-0.86, 6.95, -5.19)  -0.31
N (-2.23, 6.41, -2.91)  -0.30
C (-2.88, 5.22, -3.33)  -0.16
C (-2.96, 7.12, -1.76)  -0.09
N (-0.95, 8.92, -3.35)  -0.32
C (-2.13, 9.71, -3.79)  -0.09
C (0.23, 9.57, -3.83)  -0.17
H (0.12, 7.91, -1.10)  0.06
H (1.47, 6.81, -0.85)  0.08
H (-0.30, 6.36, -0.66)  0.06
H (1.31, 5.62, -4.30)  0.07
H (1.54, 4.87, -2.94)  0.06
H (2.42, 6.46, -2.99)  0.08
H (-2.14, 4.49, -3.65)  0.05
H (-3.51, 4.86, -2.52)  0.08
H (-3.57, 5.29, -4.17)  0.08
H (-3.85, 7.44, -2.30)  0.07
H (-3.12, 6.31, -1.04)  0.07
H (-2.48, 7.99, -1.30)  0.07
H (-2.98, 9.46, -3.16)  0.06
H (-2.03, 10.79, -3.82)  0.08
H (-2.27, 9.35, -4.81)  0.08
H (1.09, 9.34, -3.21)  0.08
H (0.13, 10.64, -3.69)  0.08
H (0.38, 9.45, -4.90)  0.09
C (1.27, -6.83, -0.41)  -0.11
N (-0.19, -6.82, -0.32)  -0.30
C (-0.81, -8.13, -0.02)  -0.10
P (-1.08, -5.32, -0.28)  0.54
O (-1.26, -4.83, 1.10)  -0.29
N (-0.23, -4.25, -1.25)  -0.26
C (-0.08, -4.46, -2.73)  -0.09
C (0.75, -3.32, -0.60)  -0.07
N (-2.55, -5.50, -1.05)  -0.31
C (-2.81, -6.28, -2.26)  -0.11
C (-3.67, -4.74, -0.53)  -0.11
H (1.63, -6.42, 0.53)  0.07
H (1.69, -6.23, -1.22)  0.07
H (1.57, -7.87, -0.54)  0.08
H (-0.48, -8.93, -0.69)  0.08
H (-1.86, -8.11, -0.31)  0.06
H (-0.68, -8.27, 1.05)  0.08
H (0.83, -3.99, -3.11)  0.06
H (0.19, -5.50, -2.93)  0.07
H (-0.83, -4.13, -3.45)  0.05
H (1.46, -3.97, -0.07)  0.06
H (1.30, -2.73, -1.34)  0.07
H (0.24, -2.66, 0.10)  0.07
H (-2.01, -6.98, -2.50)  0.07
H (-3.72, -6.82, -1.98)  0.08
H (-3.04, -5.65, -3.12)  0.08
H (-4.54, -4.83, -1.19)  0.09
H (-3.48, -3.67, -0.51)  0.08
H (-3.83, -5.01, 0.51)  0.06
C (-4.02, 0.18, 4.48)  -0.13
N (-3.73, 0.67, 3.11)  -0.28
C (-3.45, 2.14, 3.05)  -0.09
P (-4.04, -0.31, 1.71)  0.66
O (-3.25, 0.11, 0.58)  -0.28
N (-3.84, -2.00, 2.25)  -0.30
C (-2.70, -2.51, 2.90)  -0.13
C (-5.04, -2.83, 2.21)  -0.12
N (-5.79, -0.10, 1.51)  -0.32
C (-6.64, 0.24, 2.59)  -0.15
C (-6.28, 0.08, 0.15)  -0.12
H (-3.08, 0.14, 5.03)  0.07
H (-4.57, -0.76, 4.46)  0.06
H (-4.69, 0.85, 5.02)  0.08
H (-4.34, 2.71, 3.32)  0.07
H (-3.25, 2.53, 2.05)  0.06
H (-2.81, 2.51, 3.84)  0.06
H (-1.83, -1.95, 2.54)  0.08
H (-2.80, -2.04, 3.88)  0.05
H (-2.55, -3.59, 2.93)  0.08
H (-5.51, -2.81, 3.20)  0.07
H (-5.75, -2.42, 1.50)  0.07
H (-4.79, -3.88, 2.08)  0.07
H (-6.56, 1.26, 2.97)  0.08
H (-7.68, 0.32, 2.28)  0.08
H (-6.74, -0.43, 3.44)  0.08
H (-7.16, -0.58, 0.14)  0.07
H (-5.63, -0.28, -0.64)  0.08
H (-6.73, 1.06, -0.01)  0.08
C (-1.71, -2.06, -4.79)  -0.13
N (-1.90, -0.60, -5.13)  -0.28
C (-2.47, 0.10, -3.93)  -0.08
P (-1.78, 0.06, -6.79)  0.66
O (-1.23, -0.90, -7.81)  -0.32
N (-3.37, 0.63, -7.10)  -0.32
C (-4.54, -0.24, -6.87)  -0.11
C (-3.58, 1.47, -8.31)  -0.12
N (-0.84, 1.52, -6.53)  -0.30
C (0.60, 1.62, -6.87)  -0.11
C (-1.30, 2.69, -5.78)  -0.13
H (-1.12, -2.66, -5.49)  0.06
H (-2.62, -2.56, -4.46)  0.08
H (-0.91, -2.06, -4.05)  0.05
H (-3.54, 0.11, -4.12)  0.06
H (-2.06, 1.11, -3.83)  0.04
H (-2.20, -0.46, -3.03)  0.08
H (-4.29, -1.28, -7.11)  0.08
H (-4.86, -0.32, -5.83)  0.06
H (-5.43, 0.19, -7.33)  0.08
H (-2.71, 2.10, -8.49)  0.07
H (-3.67, 0.80, -9.17)  0.08
H (-4.40, 2.16, -8.09)  0.08
H (0.87, 0.97, -7.69)  0.07
H (0.91, 2.60, -7.25)  0.07
H (1.11, 1.55, -5.91)  0.08
H (-0.80, 3.63, -5.99)  0.08
H (-1.00, 2.52, -4.75)  0.05
H (-2.36, 2.77, -6.02)  0.08
C (1.66, 2.34, 3.90)  -0.11
N (0.84, 2.91, 4.92)  -0.33
C (-0.05, 3.95, 4.57)  -0.13
P (1.55, 2.99, 6.56)  0.66
O (2.71, 3.88, 6.86)  -0.30
N (0.24, 3.17, 7.60)  -0.30
C (0.48, 3.70, 8.94)  -0.10
C (-1.10, 2.63, 7.27)  -0.12
N (2.05, 1.35, 6.90)  -0.32
C (3.16, 1.22, 7.82)  -0.11
C (1.15, 0.24, 6.71)  -0.14
H (2.32, 3.14, 3.56)  0.08
H (1.11, 2.07, 3.00)  0.05
H (2.15, 1.46, 4.33)  0.08
H (0.63, 4.70, 4.16)  0.09
H (-0.70, 4.31, 5.36)  0.07
H (-0.60, 3.44, 3.78)  0.07
H (0.76, 2.90, 9.62)  0.08
H (1.29, 4.43, 8.90)  0.07
H (-0.35, 4.24, 9.41)  0.08
H (-1.77, 3.45, 6.99)  0.06
H (-1.29, 1.85, 6.54)  0.06
H (-1.54, 2.27, 8.21)  0.08
H (3.05, 1.76, 8.76)  0.07
H (3.22, 0.14, 7.96)  0.07
H (4.08, 1.66, 7.44)  0.08
H (0.43, 0.42, 5.92)  0.07
H (0.59, -0.10, 7.58)  0.08
H (1.85, -0.53, 6.37)  0.06
C (2.14, -2.33, -6.11)  -0.12
N (3.38, -3.07, -5.84)  -0.32
C (3.16, -4.50, -5.63)  -0.11
P (4.84, -2.31, -5.29)  0.65
O (6.14, -3.04, -5.39)  -0.31
N (4.82, -0.74, -6.04)  -0.28
C (4.42, -0.41, -7.49)  -0.08
C (5.72, 0.32, -5.67)  -0.17
N (4.43, -1.87, -3.64)  -0.30
C (3.34, -1.01, -3.32)  -0.15
C (5.28, -2.40, -2.50)  -0.08
H (2.28, -1.28, -5.87)  0.06
H (1.23, -2.83, -5.77)  0.07
H (2.06, -2.36, -7.20)  0.07
H (4.14, -4.97, -5.61)  0.08
H (2.88, -4.85, -6.62)  0.08
H (2.44, -4.64, -4.82)  0.07
H (3.79, 0.48, -7.54)  0.07
H (5.28, -0.38, -8.15)  0.08
H (3.80, -1.21, -7.90)  0.06
H (6.23, 0.29, -4.71)  0.08
H (6.50, 0.64, -6.37)  0.08
H (5.08, 1.19, -5.57)  0.07
H (3.60, 0.01, -3.60)  0.07
H (2.37, -1.33, -3.69)  0.06
H (3.11, -1.09, -2.25)  0.05
H (4.62, -2.87, -1.77)  0.06
H (5.72, -1.56, -1.96)  0.07
H (5.99, -3.11, -2.92)  0.06

---

What is the energy in the first record?
-8373.84085 Ha